{
  "formula": "C7H13N",
  "method": "ωB97M-V/def2-TZVPD",
  "species": ["C", "C", "C", "C", "C", "C", "C", "H", "H", "H", "H", "H", "H", "H", "H", "H", "H", "H", "H", "H", "N"],
  "positions_angstrom": [[1.7405, -1.7112, 0.2440], [0.4586, -1.0548, -0.2673], [-1.3344, -0.0520, -0.3119], [-2.5536, 0.7017, 0.2804], [-0.0152, 0.2120, 0.3654], [0.6881, 1.4884, -0.0166], [1.9362, 1.8205, -0.0164], [2.4607, -1.3950, -0.5156], [1.3950, -2.8123, 0.2462], [2.1422, -1.6195, 1.2643], [0.6215, -0.9440, -1.3457], [-1.3310, -2.1068, -0.6537], [-1.3885, 0.1921, -1.3647], [-3.3505, -0.0957, 0.3256], [-2.8837, 1.5491, -0.3395], [-2.6224, 0.9768, 1.2475], [-0.0246, 0.0724, 1.4210], [-0.0078, 2.2332, -0.3860], [2.2006, 2.6816, -0.5699], [2.8403, 1.3098, 0.4026], [-0.9722, -1.4465, -0.0096]],
  "atomic_forces_ev_per_a": [[-1.656, -2.529, -0.039], [0.127, 0.304, 1.072], [-0.780, 1.537, 2.538], [-1.577, -3.127, -3.099], [2.252, 3.149, -1.893], [-2.395, -0.694, 0.247], [3.087, -0.291, 0.327], [0.385, -0.823, 0.397], [1.465, 1.094, -0.605], [-0.584, 0.830, -0.254], [-0.240, 0.216, -0.012], [-0.497, -0.945, -0.753], [0.701, -0.176, -0.526], [0.086, 0.871, -0.719], [0.140, -0.491, 0.023], [1.055, 1.148, 3.457], [-0.523, -0.167, 0.839], [-0.002, 0.137, -0.396], [0.298, 1.179, -0.104], [-1.232, -0.096, -0.376], [-0.109, -1.126, -0.126]],
  "mulliken_charge": [-1.25, 0.18, 0.17, -1.51, 0.21, -0.46, -0.89, 0.36, 0.32, 0.29, 0.26, 0.25, 0.29, 0.36, 0.34, 0.45, 0.45, 0.23, 0.28, 0.25, -0.57],
  "de_lowest_ev": 3.214,
  "gap_ev": 10.4,
  "total_energy_ev": -8956.719
}